C7H13MnO2SSe2 as an isolated structure, computed with wB97M-V/def2-TZVPD.

The value obtained for the highest occupied orbital energy (alpha / beta) is -12.6901 / -12.0970 eV. The HOMO-LUMO gap (alpha / beta) comes out at 9.09 / 8.46 eV. As for the LUMO energy (alpha / beta): -3.60 / -3.63 eV. As for the total charge: +1. The expectation value of S² is 0.797. The calculation puts the total energy at -184403.9252 eV. Its spin multiplicity is 2. The calculation puts the energy above the lowest of the compared OMol25 structures with the same formula, charge and spin at 0.00 kJ/mol.

```
26
Properties=species:S:1:pos:R:3:nbo_charge:R:1
Mn -1.093 -0.163 0.058 0.37
C 2.318 -0.220 -1.222 -0.78
Se 1.066 -1.339 -0.248 0.49
C 1.773 -1.055 1.554 -0.57
C 1.604 0.350 2.078 -0.57
Se -0.284 0.820 2.237 0.44
C -0.085 2.741 2.062 -0.76
H 3.306 -0.658 -1.111 0.25
H 2.295 0.805 -0.867 0.23
H 2.019 -0.246 -2.267 0.25
H 2.826 -1.335 1.529 0.26
H 1.255 -1.784 2.178 0.25
H 2.059 1.097 1.429 0.23
H 2.047 0.439 3.069 0.26
H 0.444 3.099 2.940 0.25
H -1.085 3.166 2.034 0.26
H 0.450 2.980 1.148 0.23
S -0.222 2.411 -1.771 0.20
C -0.620 1.212 -0.892 -0.21
C -2.854 -2.245 -2.733 -0.25
O -3.428 -1.562 -1.587 -0.45
C -2.607 -0.950 -0.819 0.57
O -2.981 -0.340 0.212 -0.55
H -3.681 -2.427 -3.408 0.22
H -2.419 -3.185 -2.403 0.20
H -2.106 -1.611 -3.201 0.20
```

C7H13N in the gas phase in a non-equilibrium geometry, computed with wB97M-V/def2-TZVPD.

The value obtained for the highest occupied orbital energy is -8.6063 eV. The HOMO-LUMO gap comes out at 9.67 eV. As for the LUMO energy: 1.06 eV. As for the total charge: 0. The calculation puts the total energy at -8957.5035 eV. The calculation puts the energy above the lowest of the compared OMol25 structures with the same formula, charge and spin at 234.39 kJ/mol. Its structure (SMILES) is C=C1[C@@H](C)[C@H]1N(C)C.

```
21
Properties=species:S:1:pos:R:3:nbo_charge:R:1
C -0.668 2.423 0.768 -0.39
C -0.721 1.115 0.673 0.01
C -1.601 -0.048 0.434 -0.25
C -2.175 -0.229 -0.928 -0.61
C -0.078 -0.140 0.763 -0.10
N 0.951 -0.409 -0.296 -0.43
C 2.234 0.237 -0.021 -0.41
C 1.144 -1.841 -0.513 -0.41
H 0.276 2.931 0.925 0.20
H -1.564 3.026 0.671 0.20
H -2.286 -0.341 1.219 0.22
H -3.127 0.309 -1.007 0.21
H -1.516 0.145 -1.718 0.23
H -2.378 -1.287 -1.122 0.20
H 0.190 -0.464 1.765 0.20
H 2.684 -0.125 0.912 0.16
H 2.115 1.323 0.060 0.20
H 2.944 0.063 -0.837 0.20
H 1.833 -2.022 -1.346 0.20
H 1.547 -2.342 0.376 0.16
H 0.197 -2.325 -0.777 0.20
```